# 1
{"formula": "C4H11N2O2S", "method": "wB97M-V/def2-TZVPD", "symbols": ["C", "C", "C", "C", "N", "N", "O", "O", "S", "H", "H", "H", "H", "H", "H", "H", "H", "H", "H", "H"], "positions_angstrom": [[1.9127, -1.0127, -0.3255], [-1.5931, 1.8158, -0.3110], [-0.8488, -0.3061, 0.8539], [-1.0676, 0.4296, -0.4781], [1.9866, -1.6729, -1.4350], [2.0612, -1.1763, 0.9484], [1.2988, 1.6581, 0.2932], [1.4333, 0.9924, -2.0433], [0.8783, 0.7836, -0.7598], [-2.0067, 1.7656, 0.6948], [-0.7427, 2.4869, -0.0974], [-2.2697, 2.2531, -1.0242], [-0.1475, 0.2452, 1.4136], [-0.3714, -1.3094, 0.7658], [-1.8024, -0.4358, 1.3863], [-1.4082, -0.2049, -1.3439], [2.5222, -2.4831, -1.6327], [1.7669, -1.0048, -2.1594], [2.5736, -1.8438, 1.4678], [1.9233, -0.2929, 1.4854]], "forces_ev_per_angstrom": [[-2.6630, 2.1465, 0.0503], [0.5539, 0.5346, 1.6005], [-1.1159, -1.7169, -0.8139], [2.1502, -1.2579, -0.8866], [0.1453, 0.8554, 0.6416], [0.3745, 1.7862, 0.6558], [-0.0965, -0.0646, 0.5957], [-0.2499, 0.0426, -2.0437], [0.9406, -1.7837, 1.2082], [-0.8136, 0.4174, -0.1073], [-0.4818, 0.0979, -0.4578], [-0.1001, -0.2465, -0.3651], [0.1858, 0.9652, 1.1525], [-0.8163, 0.5938, -0.3243], [0.3350, 0.1818, -0.1236], [0.3254, 0.7508, 0.9146], [0.4777, -0.8901, -0.1017], [0.1253, -0.3217, -1.1626], [0.6537, -1.2265, 0.0717], [0.0695, -0.8642, -0.5043]], "orbital_gap_ha": 0.391, "e_above_lowest_kj_mol": 64.2, "e_homo_ev": -14.610, "charge": 1, "lumo_ha": -0.146, "multiplicity": 1, "smiles": "CC(C)S(=O)(=O)C(N)=[NH2+]"}

***

# 2
{"formula": "C4H11N2O3P", "method": "wB97M-V/def2-TZVPD", "symbols": ["C", "C", "C", "C", "N", "N", "O", "O", "O", "P", "H", "H", "H", "H", "H", "H", "H", "H", "H", "H", "H"], "positions_angstrom": [[0.2324, 1.9909, 2.4264], [-1.0499, -0.6413, -2.3262], [-0.2279, 0.9130, 1.5078], [-2.1809, 0.2150, -1.6487], [0.7010, 0.1290, 1.0435], [0.5303, -0.8307, 0.2241], [3.3245, -0.9446, 0.1216], [1.7630, -2.6941, -1.0410], [2.0622, -2.7365, 1.4794], [1.8436, -1.9395, 0.2103], [1.3886, 2.0157, 2.5013], [-0.0310, 3.0456, 2.0767], [-0.4827, 2.0184, 3.2857], [-0.4008, 0.1219, -2.9415], [-0.4056, -1.1426, -1.5314], [-1.5734, -1.5146, -2.9346], [-1.2718, 0.8363, 1.0346], [-1.8903, 0.1158, -0.5008], [-2.1096, 1.2950, -1.8797], [-3.2877, -0.0933, -1.7723], [3.0660, -0.1595, 0.6647]], "forces_ev_per_angstrom": [[-0.6609, 2.0183, -0.4730], [-0.7515, -0.3116, -1.1294], [-0.1603, -0.4564, -1.6336], [0.1991, -0.5552, 2.4304], [0.7600, 1.2644, 1.8601], [0.3241, -1.7463, -0.6080], [-1.8889, 0.3547, 0.4393], [-0.1175, -0.9003, -2.0358], [-0.5362, 0.6052, -0.1271], [1.4860, 0.9247, 1.6765], [-2.1100, -0.5073, 0.6563], [0.4309, -0.6855, -0.3935], [1.3653, -0.3812, 0.6302], [-1.0756, -2.0005, 0.7367], [-0.6669, 0.8752, -0.9942], [1.3673, 1.8790, 0.5793], [1.1579, 0.3828, 1.1459], [-1.0649, 0.3349, -2.2554], [-0.0549, -0.4917, -0.0035], [1.7700, 0.1817, -0.0084], [0.2271, -0.7849, -0.4930]], "orbital_gap_ha": 0.204, "e_above_lowest_kj_mol": 0.0, "e_homo_ev": 0.770, "charge": -2, "lumo_ha": 0.233, "multiplicity": 1}

***

# 3
{"formula": "C4H11N2S", "method": "wB97M-V/def2-TZVPD", "symbols": ["C", "N", "C", "N", "C", "C", "S", "H", "H", "H", "H", "H", "H", "H", "H", "H", "H", "H"], "positions_angstrom": [[-0.0067, 0.8048, 0.0056], [-1.3876, 1.2330, -0.2599], [-1.6193, 2.5557, -0.7186], [-1.1556, 2.7247, -2.1168], [0.0436, -0.6140, 0.5310], [1.4002, -1.3183, 0.2975], [1.5563, -2.8618, 1.2324], [0.5302, 0.8458, -0.9482], [0.5156, 1.5775, 0.5826], [-2.0041, 0.9122, 0.4708], [-1.1383, 3.3139, -0.0810], [-2.6933, 2.7610, -0.7201], [-0.6878, 1.8520, -2.3426], [-0.4385, 3.4437, -2.1393], [-0.7156, -1.2509, 0.0650], [-0.1752, -0.6014, 1.6065], [1.4343, -1.5017, -0.7737], [2.1987, -0.6071, 0.5186]], "forces_ev_per_angstrom": [[-0.3914, 0.5687, -1.2491], [0.0544, -0.9573, 0.0315], [-0.1840, 0.4495, -0.2658], [0.3307, -0.0090, 0.4079], [0.4416, -0.1654, 0.6888], [-0.6944, 0.3199, 0.2290], [0.1041, -0.0379, 0.0068], [0.0104, -0.2017, -0.1693], [0.1012, -0.2489, 0.6830], [-0.1052, 0.2062, -0.0145], [0.0998, 0.1866, 0.0059], [-0.0139, -0.1415, 0.2890], [-0.0904, 0.0761, -0.2626], [-0.0396, -0.1314, -0.0931], [-0.0859, 0.3075, -0.0394], [0.0608, -0.1407, -0.0671], [0.2109, -0.1124, -0.3197], [0.1910, 0.0317, 0.1387]], "orbital_gap_ha": 0.211, "e_above_lowest_kj_mol": 83.8, "e_homo_ev": -2.321, "charge": -1, "lumo_ha": 0.126, "multiplicity": 1, "smiles": "NCNCCC[S-]"}

***

no.,E_tot (eV),strongest force on any atom (eV Å⁻¹)
1,-22228.0821,3.4
2,-22736.7569,2.5
3,-18142.2299,1.4